(1)
The following is a quantum chemistry calculation of a molecular structure, C56H49CuO4P2S2, from OMol25.

Each line ends with the Löwdin charge.
Positions of all 114 atoms, in Å:
1 Cu 0.738 -1.277 1.175  0.472
2 C -7.037 0.672 1.052  -0.037
3 C -5.563 0.780 0.796  -0.253
4 C -4.642 0.424 1.776  -0.018
5 C -3.277 0.496 1.538  -0.076
6 C -2.839 0.931 0.299  -0.411
7 C -3.734 1.286 -0.702  -0.074
8 C -5.090 1.215 -0.443  -0.018
9 S -1.101 0.996 -0.056  1.097
10 O -0.454 0.292 1.138  -0.581
11 C -0.738 2.726 0.195  -0.283
12 C -1.617 3.607 0.861  -0.030
13 C -1.267 4.918 0.995  0.005
14 C -0.041 5.403 0.477  -0.143
15 C 0.325 6.765 0.602  -0.018
16 C 1.517 7.211 0.109  -0.054
17 C 2.406 6.316 -0.524  -0.053
18 C 2.083 4.998 -0.658  -0.015
19 C 0.845 4.509 -0.168  -0.114
20 C 0.475 3.142 -0.295  -0.174
21 C 1.415 2.173 -0.917  -0.181
22 C 1.533 2.095 -2.336  -0.112
23 C 0.724 2.877 -3.197  -0.006
24 C 0.845 2.763 -4.552  -0.054
25 C 1.779 1.868 -5.115  -0.056
26 C 2.566 1.100 -4.307  -0.026
27 C 2.459 1.188 -2.900  -0.169
28 C 3.226 0.352 -2.049  -0.007
29 C 3.086 0.415 -0.697  -0.049
30 C 2.185 1.348 -0.140  -0.293
31 S 2.065 1.414 1.657  1.093
32 O 2.228 -0.043 2.067  -0.517
33 C 3.629 2.185 2.004  -0.369
34 C 3.636 3.563 2.131  -0.071
35 C 4.841 4.213 2.353  -0.024
36 C 6.027 3.496 2.476  -0.257
37 C 7.334 4.194 2.716  -0.040
38 C 5.981 2.104 2.380  -0.020
39 C 4.792 1.441 2.143  -0.053
40 H -7.263 0.780 2.111  0.083
41 H -7.406 -0.304 0.730  0.092
42 H -7.590 1.430 0.499  0.084
43 H -4.997 0.090 2.742  0.119
44 H -2.559 0.226 2.300  0.110
45 H -3.377 1.610 -1.670  0.119
46 H -5.796 1.493 -1.213  0.123
47 H -2.554 3.247 1.257  0.113
48 H -1.929 5.606 1.502  0.124
49 H -0.355 7.445 1.096  0.118
50 H 1.787 8.253 0.204  0.111
51 H 3.351 6.680 -0.902  0.113
52 H 2.774 4.314 -1.131  0.126
53 H 0.009 3.567 -2.771  0.121
54 H 0.223 3.362 -5.202  0.110
55 H 1.865 1.793 -6.189  0.111
56 H 3.275 0.402 -4.732  0.123
57 H 3.907 -0.359 -2.494  0.132
58 H 3.630 -0.254 -0.045  0.117
59 H 2.715 4.127 2.060  0.108
60 H 4.855 5.290 2.450  0.117
61 H 7.188 5.256 2.897  0.078
62 H 7.990 4.084 1.851  0.089
63 H 7.851 3.767 3.574  0.087
64 H 6.893 1.534 2.498  0.123
65 H 4.755 0.363 2.089  0.113
66 O 1.988 -4.891 0.440  0.095
67 C 1.621 -3.881 0.978  -0.676
68 O 1.665 -2.690 0.430  -0.135
69 C 1.070 -3.886 2.411  -0.222
70 P -0.461 -2.892 2.362  1.093
71 C -1.667 -3.811 1.383  -0.347
72 C -1.675 -5.205 1.364  -0.056
73 C -2.657 -5.876 0.656  -0.058
74 C -3.646 -5.164 -0.012  -0.064
75 C -3.645 -3.780 0.012  -0.077
76 C -2.647 -3.104 0.696  -0.124
77 C -1.163 -2.846 4.028  -0.330
78 C -2.513 -2.526 4.180  -0.087
79 C -3.073 -2.465 5.444  -0.070
80 C -2.292 -2.718 6.563  -0.069
81 C -0.950 -3.033 6.417  -0.067
82 C -0.382 -3.094 5.153  -0.077
83 H 1.784 -3.339 3.036  0.099
84 H 0.957 -4.900 2.795  0.101
85 H -0.916 -5.770 1.887  0.110
86 H -2.654 -6.957 0.628  0.111
87 H -4.411 -5.695 -0.560  0.109
88 H -4.403 -3.225 -0.524  0.107
89 H -2.629 -2.020 0.694  0.081
90 H -3.130 -2.354 3.306  0.094
91 H -4.123 -2.230 5.557  0.108
92 H -2.732 -2.676 7.550  0.110
93 H -0.342 -3.236 7.287  0.111
94 H 0.665 -3.340 5.053  0.100
95 C 0.730 -1.541 -2.555  -0.287
96 P -0.846 -2.487 -2.556  0.947
97 C -2.021 -1.167 -3.127  -0.286
98 C -0.561 -3.459 -4.083  -0.407
99 C -0.629 -2.943 -5.374  -0.105
100 C -0.348 -3.745 -6.469  -0.086
101 C 0.015 -5.071 -6.286  -0.086
102 C 0.095 -5.593 -5.004  -0.082
103 C -0.198 -4.793 -3.911  -0.111
104 H 0.838 -0.920 -3.448  0.041
105 H 1.553 -2.255 -2.503  0.056
106 H 0.815 -0.925 -1.661  -0.001
107 H -2.549 -1.475 -4.028  0.033
108 H -1.502 -0.229 -3.332  0.028
109 H -2.771 -0.992 -2.355  0.000
110 H -0.895 -1.905 -5.537  0.096
111 H -0.409 -3.332 -7.467  0.102
112 H 0.234 -5.695 -7.141  0.103
113 H 0.379 -6.626 -4.855  0.104
114 H -0.143 -5.202 -2.910  0.095

Results
multiplicity	2
Kohn-Sham gap (spin up / spin down)	7.4 / 6.3	eV
relative energy (zero: lowest compared OMol25 entry of this formula, charge and spin)	12.8	kcal/mol
total charge	+1


(2)
The following is a quantum chemistry calculation of 2 unconnected molecules or ions with the total composition C31H67Br2IN2O4P2Si, from OMol25.

Each line ends with the Löwdin charge.
Positions of all 110 atoms, in Å:
1 C -0.667 -3.873 0.667  -0.030
2 C -1.410 -2.841 -0.150  -0.397
3 N -1.770 -3.193 -1.323  0.128
4 C -1.751 -1.451 0.379  -0.092
5 C -1.107 -0.753 1.640  -0.457
6 C -1.489 -1.713 2.845  -0.643
7 Br -1.321 -0.981 4.645  0.812
8 C -2.917 -2.282 2.749  -0.784
9 C -4.044 -1.270 2.873  -0.155
10 Br -3.132 -3.677 4.124  0.661
11 O -1.685 0.477 1.767  -0.282
12 P -0.702 2.077 1.506  0.758
13 C 0.223 3.731 1.200  -0.260
14 C -0.369 4.721 0.201  -0.310
15 O 0.694 5.389 -0.507  -0.078
16 C -0.390 2.140 3.405  -0.280
17 C 0.680 2.970 4.143  -0.436
18 C 2.112 2.889 3.591  -0.076
19 C 0.680 2.525 5.621  -0.085
20 C -0.898 1.807 -0.419  -0.213
21 C 0.144 2.178 -1.522  -0.391
22 C -0.200 1.378 -2.798  -0.074
23 C 1.656 2.072 -1.254  -0.061
24 Si -2.730 3.191 1.859  0.539
25 C -3.978 2.166 2.830  -0.207
26 C -3.734 3.730 0.338  -0.213
27 C -2.524 4.718 2.964  -0.194
28 O 0.725 0.892 1.418  -0.304
29 C 0.496 -0.462 1.360  -0.614
30 C 0.974 -1.010 -0.009  -0.183
31 P 1.652 -1.437 2.528  0.648
32 O 1.715 -0.414 3.780  -0.441
33 I 3.900 -0.820 1.565  0.440
34 H -1.250 -4.195 1.532  0.070
35 H -0.509 -4.754 0.041  0.078
36 H 0.286 -3.509 1.061  0.045
37 H -2.283 -2.432 -1.771  0.063
38 H -2.834 -1.405 0.517  0.117
39 H -1.577 -0.777 -0.455  0.082
40 H -0.789 -2.549 2.854  0.026
41 H -3.037 -2.879 1.854  0.056
42 H -3.854 -0.577 3.691  0.041
43 H -4.145 -0.694 1.950  0.065
44 H -4.993 -1.781 3.056  0.072
45 H 0.250 4.243 2.163  0.052
46 H 1.274 3.588 0.936  0.072
47 H -0.955 5.474 0.742  0.095
48 H -1.037 4.250 -0.519  0.070
49 H 0.299 5.864 -1.246  0.079
50 H -0.186 1.111 3.670  -0.015
51 H -1.346 2.367 3.895  0.047
52 H 0.398 4.032 4.158  0.113
53 H 2.312 3.646 2.833  0.062
54 H 2.832 3.068 4.401  0.075
55 H 2.316 1.909 3.159  0.045
56 H 1.372 1.691 5.773  0.067
57 H 1.004 3.343 6.276  0.074
58 H -0.314 2.210 5.952  0.069
59 H -1.822 2.308 -0.731  0.055
60 H -1.123 0.757 -0.559  0.031
61 H -0.027 3.219 -1.808  0.099
62 H -1.285 1.292 -2.928  0.081
63 H 0.222 1.841 -3.696  0.083
64 H 0.200 0.353 -2.724  0.031
65 H 1.911 2.027 -0.200  0.058
66 H 2.171 2.932 -1.696  0.090
67 H 2.082 1.178 -1.727  0.019
68 H -3.537 1.718 3.725  0.022
69 H -4.429 1.385 2.215  0.012
70 H -4.782 2.842 3.153  0.033
71 H -3.315 4.591 -0.194  0.018
72 H -3.854 2.909 -0.376  0.017
73 H -4.739 4.013 0.677  0.026
74 H -1.708 5.393 2.701  0.013
75 H -2.364 4.394 3.999  0.029
76 H -3.462 5.286 2.945  0.031
77 H 1.783 -0.359 -0.329  0.012
78 H 0.205 -0.988 -0.779  0.056
79 H 1.375 -2.033 0.060  0.042
80 H 2.440 -0.635 4.382  0.055
81 C -0.113 -5.056 -5.398  -0.094
82 C 0.421 -4.946 -3.969  -0.208
83 C 0.625 -3.542 -3.421  -0.141
84 N 1.903 -2.814 -3.781  -0.258
85 C 3.087 -3.536 -3.193  -0.102
86 C 4.384 -2.752 -3.311  -0.156
87 C 4.246 -1.387 -2.645  -0.169
88 C 3.057 -0.625 -3.218  -0.150
89 C 1.786 -1.443 -3.150  -0.126
90 C 2.042 -2.686 -5.256  0.026
91 H 0.651 -4.909 -6.160  0.058
92 H -0.532 -6.049 -5.559  0.078
93 H -0.911 -4.332 -5.571  0.083
94 H 1.317 -5.556 -3.841  0.107
95 H -0.322 -5.382 -3.298  0.118
96 H 0.621 -3.561 -2.335  0.107
97 H -0.191 -2.890 -3.728  0.131
98 H 2.844 -3.705 -2.142  0.148
99 H 3.152 -4.498 -3.697  0.126
100 H 5.160 -3.342 -2.822  0.127
101 H 4.684 -2.656 -4.358  0.117
102 H 5.152 -0.796 -2.771  0.123
103 H 4.108 -1.533 -1.567  0.067
104 H 3.264 -0.291 -4.239  0.122
105 H 2.873 0.282 -2.640  0.084
106 H 0.948 -0.948 -3.642  0.117
107 H 1.513 -1.620 -2.113  0.090
108 H 1.085 -2.376 -5.669  0.119
109 H 2.338 -3.644 -5.673  0.105
110 H 2.798 -1.944 -5.488  0.098

Results
Kohn-Sham gap	6.2	eV
total charge	0


(3)
The following is a quantum chemistry calculation of 3 unconnected molecules or ions with the total composition C21H41F2INO5P2, from OMol25.

Each line ends with the Löwdin charge.
Positions of all 73 atoms, in Å:
1 C 2.335 -1.881 -3.127  0.080
2 C 2.699 -0.871 -2.568  -0.213
3 C 3.146 0.344 -1.896  -0.320
4 P 2.803 0.585 0.013  0.608
5 F 2.697 2.275 -0.318  -0.364
6 C 2.498 0.891 1.901  -0.368
7 N 2.374 2.279 2.343  -0.152
8 C 1.980 2.328 3.744  -0.164
9 C 4.743 0.918 0.352  -0.267
10 C 5.239 2.288 0.165  -0.848
11 O 5.519 3.078 0.998  -0.024
12 I 5.616 2.970 -1.901  0.699
13 C 3.121 -1.288 0.413  -0.398
14 F 4.272 -1.715 -0.303  -0.107
15 C 2.062 -2.378 0.273  -0.276
16 C 1.207 -2.564 1.527  -0.126
17 P 0.504 0.403 -0.260  0.902
18 C -0.197 1.870 0.602  -0.339
19 C 0.046 0.872 -1.993  -0.465
20 C -1.445 1.240 -2.104  -0.190
21 H 2.047 -2.751 -3.654  0.005
22 H 4.221 0.423 -2.077  0.017
23 H 2.703 1.211 -2.387  0.055
24 H 3.306 0.394 2.464  0.066
25 H 1.578 0.363 2.192  0.051
26 H 3.310 2.674 2.295  0.083
27 H 2.671 1.793 4.422  0.069
28 H 0.993 1.867 3.860  0.066
29 H 1.924 3.369 4.077  0.070
30 H 5.357 0.224 -0.219  0.073
31 H 4.948 0.739 1.413  0.083
32 H 3.433 -1.319 1.465  0.094
33 H 2.645 -3.302 0.137  0.109
34 H 1.441 -2.279 -0.615  0.052
35 H 1.825 -2.875 2.376  0.069
36 H 0.453 -3.340 1.351  0.053
37 H 0.664 -1.654 1.787  0.033
38 H 0.199 2.816 0.225  0.042
39 H -0.017 1.827 1.676  0.006
40 H -1.280 1.868 0.450  0.002
41 H 0.651 1.699 -2.379  0.067
42 H 0.226 -0.008 -2.614  0.043
43 H -1.608 2.306 -1.933  0.053
44 H -2.044 0.680 -1.377  0.052
45 H -1.823 0.987 -3.101  0.056
46 O -2.375 4.291 0.272  0.121
47 C -3.551 4.333 0.476  -0.515
48 O -4.031 3.757 1.608  -0.002
49 C -5.393 3.870 2.017  -0.249
50 C -6.272 2.813 1.379  -0.066
51 C -4.522 4.928 -0.521  0.011
52 H -5.771 4.877 1.834  0.107
53 H -5.362 3.732 3.097  0.121
54 H -6.313 2.927 0.296  0.067
55 H -7.288 2.882 1.770  0.077
56 H -5.879 1.821 1.598  0.085
57 H -4.808 4.143 -1.222  0.093
58 H -3.993 5.701 -1.071  0.089
59 H -5.422 5.352 -0.084  0.066
60 O -1.847 -2.739 -0.675  0.111
61 C -1.607 -3.901 -0.815  -0.534
62 O -0.599 -4.251 -1.653  -0.015
63 C -0.075 -5.575 -1.727  -0.246
64 C -0.854 -6.452 -2.686  -0.069
65 C -2.413 -4.986 -0.133  0.009
66 H -0.007 -6.021 -0.733  0.111
67 H 0.946 -5.438 -2.082  0.123
68 H -1.882 -6.598 -2.353  0.064
69 H -0.380 -7.431 -2.772  0.077
70 H -0.882 -5.990 -3.673  0.082
71 H -3.256 -5.241 -0.775  0.089
72 H -2.799 -4.571 0.795  0.088
73 H -1.857 -5.893 0.087  0.067

Results
Kohn-Sham gap	5.6	eV
total charge	-1


(4)
The following is a quantum chemistry calculation of a molecular structure, C21H45O2P3Tl in a non-equilibrium geometry, from OMol25.

Each line ends with the Löwdin charge.
Positions of all 72 atoms, in Å:
1 Tl 0.655 -0.177 0.726  0.715
2 P -0.255 2.215 0.419  0.750
3 P 0.109 -0.292 3.407  0.787
4 P 1.215 -0.644 -1.844  0.787
5 H -1.122 -2.543 1.512  0.067
6 C -0.358 -2.688 0.737  -0.113
7 C 0.924 -3.002 1.032  -0.050
8 H 1.270 -3.113 2.062  0.067
9 C -2.031 1.941 0.066  -0.212
10 C -0.044 3.259 1.900  -0.210
11 C 0.554 3.081 -0.963  -0.211
12 C 0.300 -1.927 4.212  -0.218
13 C 0.873 0.897 4.574  -0.214
14 C -1.703 0.039 3.415  -0.229
15 C 1.671 -2.367 -2.259  -0.211
16 C 2.484 0.415 -2.619  -0.191
17 C -0.412 -0.338 -2.645  -0.241
18 H -0.734 -2.669 -0.295  0.068
19 H 1.648 -3.258 0.254  0.068
20 H -2.554 2.894 -0.097  0.084
21 H -2.508 1.409 0.903  0.046
22 H -2.159 1.311 -0.828  0.048
23 H -0.432 4.273 1.740  0.088
24 H 1.029 3.327 2.128  0.064
25 H -0.536 2.832 2.783  0.036
26 H 0.170 4.103 -1.079  0.087
27 H 0.429 2.552 -1.915  0.038
28 H 1.632 3.132 -0.756  0.068
29 H -0.092 -1.923 5.238  0.088
30 H 1.371 -2.174 4.248  0.065
31 H -0.208 -2.708 3.632  0.048
32 H 0.236 1.068 5.451  0.086
33 H 1.047 1.855 4.064  0.032
34 H 1.843 0.509 4.916  0.064
35 H -2.099 -0.161 4.422  0.083
36 H -2.204 -0.628 2.692  0.056
37 H -1.933 1.081 3.134  0.040
38 H 1.734 -2.510 -3.347  0.088
39 H 0.940 -3.072 -1.840  0.051
40 H 2.653 -2.598 -1.818  0.063
41 H 2.461 0.304 -3.709  0.088
42 H 3.482 0.135 -2.254  0.054
43 H 2.316 1.468 -2.359  0.040
44 H -0.364 -0.636 -3.704  0.083
45 H -0.706 0.723 -2.581  0.042
46 H -1.197 -0.935 -2.147  0.058
47 C -4.757 0.699 -4.012  -0.324
48 C -6.153 0.506 -4.101  -0.010
49 C -6.640 -0.804 -4.178  -0.060
50 C -5.754 -1.894 -4.189  -0.087
51 C -4.374 -1.677 -4.130  -0.099
52 C -3.866 -0.381 -4.060  -0.056
53 O -4.189 1.930 -3.825  0.022
54 H -4.882 2.605 -3.848  0.111
55 H -6.822 1.366 -4.094  0.120
56 H -7.714 -0.980 -4.230  0.117
57 H -6.150 -2.914 -4.249  0.112
58 H -3.670 -2.517 -4.138  0.101
59 H -2.798 -0.163 -4.031  0.077
60 C 5.177 -0.785 1.480  -0.134
61 C 5.132 0.315 2.551  -0.119
62 C 3.643 0.644 2.541  -0.183
63 O 3.218 0.579 1.125  -0.279
64 C 4.217 -0.267 0.425  -0.177
65 H 6.175 -0.967 1.089  0.137
66 H 4.755 -1.717 1.866  0.122
67 H 5.711 1.195 2.242  0.138
68 H 5.478 -0.011 3.533  0.137
69 H 3.082 -0.133 3.105  0.094
70 H 3.384 1.630 2.934  0.126
71 H 4.749 0.344 -0.321  0.132
72 H 3.652 -1.061 -0.096  0.087

Results
Kohn-Sham gap	3.5	eV
total charge	+3